1.
{"formula": "C18H23N5O3", "method": "ωB97M-V/def2-TZVPD", "symbols": ["O", "C", "N", "H", "C", "H", "H", "C", "H", "H", "C", "N", "C", "N", "C", "C", "H", "H", "H", "H", "H", "C", "C", "C", "C", "N", "C", "H", "C", "C", "C", "C", "H", "H", "H", "H", "H", "H", "H", "H", "H", "C", "C", "H", "H", "N", "O", "O", "H"], "xyz": [[-0.078, -1.075, 3.395], [0.747, -0.457, 2.591], [2.109, -0.894, 2.463], [2.684, -0.549, 1.893], [2.564, -1.989, 3.430], [3.392, -1.993, 3.978], [1.601, -2.594, 4.090], [2.984, -3.238, 2.311], [3.731, -2.930, 1.611], [3.269, -4.087, 2.858], [1.760, -3.946, 1.428], [1.239, -2.911, 0.625], [1.666, -1.966, -0.187], [0.853, -1.490, -1.139], [-0.298, -1.679, -0.538], [-0.346, -2.762, 0.508], [-1.143, -3.052, 1.176], [-1.350, -1.409, -0.949], [2.806, -2.047, -0.607], [1.878, -4.841, 0.960], [0.951, -4.047, 2.312], [0.473, 0.270, 1.665], [-0.805, 0.504, 1.174], [-1.280, 1.218, 0.170], [0.042, 2.140, -0.689], [-0.393, 2.625, -1.911], [0.593, 2.465, -2.681], [1.763, 2.388, -2.490], [0.432, 0.925, -3.456], [-0.951, 0.977, -4.215], [-1.885, 1.330, -3.306], [-1.545, 2.739, -2.490], [-2.438, 2.994, -1.936], [-1.555, 3.483, -3.206], [-2.076, 0.546, -2.404], [-2.876, 1.332, -3.919], [-0.914, 0.124, -4.629], [-1.061, 1.521, -5.089], [1.314, 0.850, -4.271], [0.615, 0.050, -2.811], [0.444, 3.176, -3.556], [0.991, 1.806, -0.014], [1.418, 1.270, 1.167], [2.350, 1.432, 1.604], [1.938, 2.690, -0.415], [-2.716, 1.599, -0.030], [-3.384, 0.501, 0.129], [-3.288, 2.683, -0.126], [-1.475, 0.074, 1.712]], "lowdin_charge": [0.00, -0.45, 0.10, 0.01, -0.03, 0.03, 0.20, -0.10, 0.07, 0.06, -0.12, -0.09, -0.26, 0.07, -0.23, 0.09, 0.09, 0.12, 0.18, 0.08, 0.16, -0.23, 0.00, 0.05, -0.07, -0.15, -0.22, 0.16, -0.06, -0.29, -0.16, -0.16, 0.11, 0.11, 0.15, 0.15, 0.05, 0.11, 0.13, 0.06, 0.14, -0.12, 0.09, 0.11, 0.22, -0.29, 0.02, 0.06, 0.09], "homo_energy_ev": -7.862, "orbital_gap_ev": 6.89, "e_lumo_ha": -0.0358, "fmax_ev_per_a": 19.04, "relative_energy_kcal_mol": 547.9}

=====

2.
{"formula": "C32H56AlF6O16P", "method": "ωB97M-V/def2-TZVPD", "symbols": ["Al", "P", "F", "F", "F", "F", "F", "F", "C", "C", "C", "O", "C", "H", "H", "H", "H", "H", "H", "H", "H", "C", "C", "C", "O", "C", "H", "H", "H", "H", "H", "H", "H", "H", "C", "C", "C", "O", "C", "H", "H", "H", "H", "H", "H", "H", "H", "C", "C", "C", "O", "C", "H", "H", "H", "H", "H", "H", "H", "H", "C", "C", "C", "O", "C", "O", "O", "H", "H", "H", "H", "H", "H", "C", "C", "C", "O", "C", "O", "O", "H", "H", "H", "H", "H", "H", "C", "C", "C", "O", "C", "O", "O", "H", "H", "H", "H", "H", "H", "C", "C", "C", "O", "C", "O", "O", "H", "H", "H", "H", "H", "H"], "xyz": [[-2.962, 31.604, -5.321], [-5.273, 33.700, -7.641], [-6.009, 33.400, -9.101], [-5.469, 32.148, -6.985], [-3.851, 33.090, -8.026], [-4.616, 33.887, -6.192], [-4.872, 35.187, -8.005], [-6.705, 34.155, -6.986], [-1.241, 36.525, -5.033], [-1.503, 36.614, -3.539], [-2.498, 35.475, -3.292], [-2.528, 34.718, -4.511], [-2.425, 35.609, -5.554], [-0.394, 35.878, -5.264], [-1.079, 37.549, -5.369], [-1.988, 37.514, -3.163], [-0.585, 36.529, -2.957], [-3.513, 35.805, -3.072], [-2.196, 34.793, -2.497], [-3.356, 36.097, -5.843], [-2.197, 35.066, -6.471], [-7.028, 28.176, -5.598], [-7.509, 28.473, -4.196], [-6.362, 29.194, -3.544], [-5.572, 29.717, -4.636], [-6.146, 29.321, -5.887], [-7.862, 27.903, -6.245], [-6.276, 27.390, -5.530], [-7.884, 27.585, -3.687], [-8.312, 29.209, -4.223], [-5.814, 28.423, -3.002], [-6.777, 29.941, -2.868], [-5.395, 29.044, -6.628], [-6.769, 30.142, -6.242], [-10.565, 33.356, -8.740], [-9.354, 33.252, -7.944], [-9.965, 33.446, -6.576], [-11.288, 33.074, -6.562], [-11.613, 32.574, -7.920], [-10.439, 33.038, -9.775], [-11.025, 34.342, -8.811], [-8.675, 34.017, -8.322], [-8.824, 32.299, -7.957], [-9.865, 34.435, -6.128], [-9.720, 32.669, -5.852], [-12.667, 32.718, -8.157], [-11.287, 31.535, -7.965], [-7.953, 37.032, -4.910], [-9.206, 36.727, -3.943], [-10.444, 37.146, -4.692], [-10.001, 37.624, -5.976], [-8.660, 37.231, -6.246], [-7.141, 36.310, -4.996], [-7.622, 37.966, -4.454], [-9.222, 37.135, -2.932], [-9.168, 35.639, -3.882], [-10.904, 37.987, -4.174], [-11.100, 36.275, -4.710], [-8.282, 37.913, -7.008], [-8.741, 36.250, -6.713], [-9.245, 31.680, -2.221], [-8.452, 32.872, -2.570], [-7.639, 33.485, -1.394], [-6.344, 33.705, -1.881], [-6.226, 33.199, -3.070], [-5.167, 33.114, -3.754], [-7.347, 32.516, -3.380], [-8.797, 31.095, -1.418], [-9.216, 30.931, -3.012], [-10.210, 32.017, -1.843], [-9.081, 33.514, -3.187], [-7.662, 32.755, -0.585], [-8.086, 34.461, -1.204], [-3.155, 29.974, -12.171], [-3.306, 30.874, -11.024], [-4.750, 31.088, -10.627], [-4.677, 30.838, -9.235], [-3.692, 30.268, -8.914], [-3.359, 30.091, -7.759], [-2.898, 30.079, -9.922], [-2.103, 29.929, -12.453], [-3.551, 30.425, -13.081], [-3.527, 28.953, -12.091], [-2.755, 31.814, -11.065], [-5.397, 30.355, -11.109], [-4.927, 32.140, -10.854], [1.790, 34.680, -9.998], [0.300, 34.486, -9.941], [-0.146, 33.320, -10.752], [-1.098, 32.798, -9.839], [-0.886, 33.229, -8.600], [-1.425, 32.654, -7.645], [-0.014, 34.165, -8.573], [2.128, 35.078, -10.955], [2.223, 33.708, -9.758], [2.094, 35.373, -9.213], [-0.124, 35.453, -10.214], [0.678, 32.626, -10.917], [-0.627, 33.533, -11.706], [-5.847, 36.694, -12.720], [-5.284, 35.408, -12.059], [-5.802, 34.123, -12.736], [-4.592, 33.430, -12.883], [-3.548, 34.216, -12.843], [-2.413, 33.789, -13.062], [-3.916, 35.379, -12.167], [-6.933, 36.675, -12.820], [-5.463, 36.905, -13.718], [-5.484, 37.618, -12.271], [-5.601, 35.446, -11.017], [-6.348, 34.234, -13.672], [-6.447, 33.564, -12.057]], "lowdin_charge": [1.29, 0.25, -0.15, -0.22, -0.15, -0.22, -0.10, -0.16, -0.10, -0.15, -0.13, -0.13, -0.18, 0.12, 0.12, 0.12, 0.12, 0.14, 0.14, 0.14, 0.12, -0.15, -0.16, -0.14, -0.09, -0.18, 0.14, 0.13, 0.13, 0.10, 0.14, 0.11, 0.13, 0.14, -0.18, -0.17, -0.19, -0.03, -0.07, 0.13, 0.13, 0.11, 0.13, 0.13, 0.15, 0.14, 0.14, -0.09, -0.14, -0.16, -0.06, -0.16, 0.10, 0.11, 0.12, 0.07, 0.14, 0.13, 0.14, 0.11, -0.02, -0.33, -0.05, 0.12, -0.50, 0.03, 0.06, 0.09, 0.08, 0.11, 0.13, 0.14, 0.14, -0.01, -0.30, -0.02, 0.14, -0.72, 0.06, 0.14, 0.10, 0.10, 0.11, 0.14, 0.16, 0.12, -0.01, -0.30, -0.06, 0.07, -0.57, 0.02, 0.15, 0.10, 0.10, 0.09, 0.17, 0.15, 0.12, -0.02, -0.34, -0.08, 0.06, -0.48, 0.12, 0.09, 0.09, 0.09, 0.08, 0.14, 0.14, 0.13], "homo_energy_ev": -13.763, "orbital_gap_ev": 1.81, "charge": 2, "e_lumo_ha": -0.4393, "fmax_ev_per_a": 10.58}

=====

3.
{"formula": "C19H47Al2Cl2FN6O17P", "method": "ωB97M-V/def2-TZVPD", "symbols": ["N", "C", "C", "C", "C", "C", "C", "C", "C", "N", "C", "O", "P", "C", "C", "O", "Cl", "O", "H", "H", "H", "H", "H", "H", "H", "H", "H", "H", "H", "H", "H", "H", "H", "H", "H", "H", "H", "H", "H", "H", "H", "Al", "C", "N", "O", "O", "H", "H", "H", "O", "H", "N", "O", "O", "O", "F", "C", "N", "O", "O", "H", "H", "H", "C", "N", "C", "C", "C", "C", "O", "H", "H", "H", "H", "H", "H", "H", "H", "H", "H", "H", "H", "H", "H", "Al", "C", "O", "H", "H", "H", "O", "Cl", "O", "O", "O"], "xyz": [[-0.322, -1.338, 5.988], [-1.204, -0.713, 5.329], [-1.396, 0.829, 5.376], [-0.507, 1.531, 4.266], [-0.943, 0.832, 2.919], [-0.845, 1.728, 1.632], [-0.571, 0.754, 0.416], [0.802, 1.099, -0.268], [1.614, -0.188, -0.686], [2.812, 0.285, -1.421], [-0.435, 3.113, 4.351], [0.741, 3.477, 5.124], [1.923, 2.406, 4.469], [2.852, 1.965, 6.088], [4.353, 1.870, 5.734], [4.878, 0.908, 5.436], [5.376, 3.433, 5.730], [0.811, 1.069, 4.524], [-0.422, -2.335, 5.762], [-1.906, -1.277, 4.650], [-2.497, 1.048, 5.218], [-1.163, 1.250, 6.388], [-2.005, 0.491, 3.007], [-0.276, -0.049, 2.784], [-1.851, 2.179, 1.461], [-0.048, 2.493, 1.700], [-1.350, 0.854, -0.370], [-0.571, -0.317, 0.707], [0.578, 1.702, -1.176], [1.451, 1.689, 0.423], [0.982, -0.873, -1.342], [1.884, -0.781, 0.211], [2.441, 0.967, -2.090], [3.305, 0.871, -0.739], [-1.264, 3.419, 5.038], [-0.410, 3.713, 3.423], [2.893, 3.460, 4.319], [2.896, 1.501, 3.821], [1.436, 2.615, 3.112], [2.580, 0.949, 6.454], [2.722, 2.749, 6.864], [-3.585, -0.538, 6.529], [-5.171, -5.463, 5.135], [-4.335, -4.276, 4.808], [-4.892, -3.306, 4.321], [-3.148, -4.353, 5.050], [-6.201, -5.248, 4.866], [-4.787, -6.302, 4.559], [-5.079, -5.644, 6.203], [0.725, -3.037, -2.045], [1.557, -2.795, -2.468], [5.107, 2.577, -3.094], [5.762, 3.474, -2.587], [3.894, 2.483, -2.898], [5.683, 1.729, -3.832], [6.977, 2.928, 7.433], [-3.917, 2.016, -2.757], [-2.526, 2.061, -2.242], [-1.748, 1.238, -2.696], [-2.249, 2.900, -1.413], [-3.976, 1.210, -3.482], [-4.583, 1.834, -1.916], [-4.130, 2.975, -3.223], [-2.262, 0.263, -7.134], [-2.033, -1.228, -7.136], [-0.569, -1.473, -7.396], [-2.835, -1.854, -8.235], [-2.369, -1.843, -5.780], [-3.822, -1.736, -5.346], [-4.224, -0.374, -5.234], [-1.763, 0.680, -8.009], [-3.324, 0.464, -7.210], [-1.836, 0.682, -6.225], [-0.316, -1.050, -8.366], [-0.393, -2.547, -7.396], [0.007, -0.990, -6.608], [-3.886, -1.621, -8.087], [-2.673, -2.931, -8.212], [-2.498, -1.440, -9.184], [-1.726, -1.337, -5.058], [-2.083, -2.894, -5.839], [-3.922, -2.207, -4.364], [-4.492, -2.256, -6.037], [-5.148, -0.366, -4.952], [6.581, 5.304, 6.407], [4.710, -1.285, -3.736], [3.655, -1.944, -4.016], [4.567, -0.147, -3.480], [5.290, -1.608, -2.845], [5.496, -1.218, -4.515], [4.298, -2.442, 4.258], [4.636, -1.783, 3.028], [3.560, -0.871, 2.653], [4.805, -2.756, 1.980], [5.847, -1.029, 3.195]], "lowdin_charge": [0.18, -0.42, -0.21, -0.46, -0.11, -0.17, -0.18, -0.17, -0.23, 0.04, -0.17, -0.28, 0.61, -0.16, -0.71, 0.16, 0.54, -0.27, 0.08, 0.10, 0.02, 0.13, 0.12, 0.13, 0.11, 0.08, 0.07, 0.11, 0.10, 0.11, 0.10, 0.12, 0.05, 0.09, 0.13, 0.12, 0.01, 0.09, 0.09, 0.12, 0.11, 1.08, 0.06, -0.45, 0.02, 0.06, 0.10, 0.11, 0.11, -0.22, -0.09, -0.59, 0.08, 0.00, 0.05, -0.76, 0.05, -0.44, 0.05, 0.08, 0.06, 0.11, 0.11, 0.02, -0.36, 0.02, 0.02, -0.08, -0.20, -0.08, 0.11, 0.10, 0.12, 0.11, 0.12, 0.12, 0.11, 0.12, 0.12, 0.15, 0.15, 0.14, 0.12, 0.11, 0.55, -0.22, 0.06, 0.18, 0.14, 0.11, -0.32, 0.64, -0.31, -0.29, -0.29], "homo_energy_ev": -9.138, "orbital_gap_ev": 1.91, "charge": 1, "e_lumo_ha": -0.2656, "fmax_ev_per_a": 3.30, "relative_energy_kcal_mol": 37.3}

=====

4.
{"formula": "C35H32BCl3MnN9P", "method": "ωB97M-V/def2-TZVPD", "symbols": ["Mn", "C", "C", "N", "N", "C", "B", "N", "C", "C", "C", "N", "N", "C", "C", "C", "N", "N", "C", "C", "C", "N", "H", "H", "H", "H", "H", "H", "H", "H", "H", "H", "H", "H", "C", "C", "C", "C", "C", "C", "C", "P", "C", "C", "C", "C", "C", "C", "C", "C", "C", "C", "C", "C", "C", "C", "H", "H", "H", "H", "H", "H", "H", "H", "H", "H", "H", "H", "H", "H", "H", "H", "H", "H", "H", "H", "Cl", "C", "Cl", "Cl", "C", "N"], "xyz": [[-0.011, -0.642, 0.835], [-3.034, 1.063, -1.934], [-1.765, 0.575, -1.648], [-1.695, 0.204, -0.373], [-2.901, 0.413, 0.169], [-3.725, 0.941, -0.747], [-3.244, 0.109, 1.644], [-2.724, -1.309, 2.019], [-3.384, -2.278, 2.664], [-2.494, -3.289, 2.972], [-1.278, -2.845, 2.474], [-1.431, -1.649, 1.901], [-2.413, 1.083, 2.486], [-2.677, 1.827, 3.576], [-1.524, 2.492, 3.930], [-0.579, 2.073, 2.995], [-1.123, 1.222, 2.138], [-4.744, 0.167, 1.802], [-5.592, 1.153, 2.189], [-6.878, 0.703, 2.017], [-6.730, -0.584, 1.482], [-5.457, -0.878, 1.353], [-3.398, 1.454, -2.860], [-0.928, 0.460, -2.306], [-4.741, 1.196, -0.529], [-4.438, -2.209, 2.833], [-2.693, -4.210, 3.475], [-0.319, -3.331, 2.500], [-3.637, 1.818, 4.050], [-1.376, 3.179, 4.736], [0.456, 2.348, 2.918], [-5.243, 2.102, 2.537], [-7.791, 1.215, 2.240], [-7.490, -1.285, 1.195], [3.545, -2.441, -0.003], [4.228, -1.234, -0.560], [5.596, -1.254, -0.795], [6.252, -0.155, -1.321], [5.539, 0.997, -1.610], [4.176, 1.037, -1.387], [3.508, -0.076, -0.880], [1.680, -0.095, -0.822], [1.257, 1.646, -1.244], [1.119, 2.381, -0.059], [0.749, 3.709, -0.069], [0.510, 4.337, -1.280], [0.676, 3.629, -2.454], [1.050, 2.287, -2.471], [1.241, 1.639, -3.806], [1.330, -1.270, -2.166], [2.011, -1.336, -3.376], [1.528, -2.151, -4.384], [0.372, -2.892, -4.185], [-0.250, -2.902, -2.953], [0.251, -2.130, -1.905], [-0.231, -2.289, -0.528], [4.241, -3.043, 0.576], [3.156, -3.060, -0.812], [2.713, -2.143, 0.642], [6.154, -2.150, -0.567], [7.314, -0.195, -1.506], [6.040, 1.863, -2.015], [3.623, 1.938, -1.614], [1.336, 1.887, 0.884], [0.646, 4.250, 0.859], [0.206, 5.372, -1.307], [0.513, 4.123, -3.401], [0.872, 2.292, -4.594], [0.722, 0.688, -3.884], [2.300, 1.466, -3.988], [2.896, -0.737, -3.532], [2.041, -2.193, -5.331], [-0.022, -3.498, -4.985], [-1.107, -3.532, -2.779], [0.493, -2.925, 0.016], [-1.208, -2.781, -0.521], [3.460, 1.194, 4.607], [3.288, -0.399, 3.786], [4.698, -0.641, 2.690], [3.209, -1.705, 5.000], [2.105, -0.403, 2.999], [1.175, -0.394, 2.301]], "lowdin_charge": [0.66, -0.02, -0.12, 0.00, 0.03, -0.04, -0.65, 0.05, -0.04, -0.02, -0.13, -0.06, 0.03, -0.05, -0.04, -0.16, 0.02, -0.02, -0.08, -0.05, -0.14, 0.05, 0.10, 0.09, 0.12, 0.11, 0.10, 0.11, 0.12, 0.10, 0.09, 0.11, 0.09, 0.11, -0.07, -0.32, -0.05, -0.06, -0.06, -0.07, -0.30, 1.12, -0.32, -0.13, -0.06, -0.05, -0.03, -0.27, -0.03, -0.32, -0.09, -0.06, -0.05, -0.02, -0.32, -0.13, 0.08, 0.10, 0.04, 0.12, 0.11, 0.11, 0.10, 0.06, 0.11, 0.11, 0.12, 0.09, 0.06, 0.09, 0.11, 0.11, 0.11, 0.12, 0.08, 0.09, 0.64, -1.52, 0.68, 0.66, -0.28, 0.13], "homo_energy_ev": [-11.000, -11.178], "orbital_gap_ev": [7.29, 7.60], "charge": 1, "e_lumo_ha": [-0.1364, -0.1316], "multiplicity": 5, "fmax_ev_per_a": 5.34, "relative_energy_kcal_mol": 40.2}

=====

5.
{"formula": "C5H11NO2", "method": "ωB97M-V/def2-TZVPD", "symbols": ["C", "C", "C", "C", "C", "N", "O", "O", "H", "H", "H", "H", "H", "H", "H", "H", "H", "H", "H"], "xyz": [[0.108, -0.080, -0.248], [0.043, -1.327, 0.600], [-0.291, -0.137, -1.707], [2.155, 0.249, -0.441], [0.267, 1.152, 0.343], [-2.023, 0.567, 1.678], [-1.861, 0.714, 0.279], [0.526, 2.161, 0.838], [-2.821, -0.048, 1.838], [-2.321, 1.471, 2.047], [-0.740, -1.967, 0.196], [0.983, -1.879, 0.601], [-0.213, -1.122, 1.638], [-0.105, 0.804, -2.223], [0.266, -0.928, -2.212], [-1.359, -0.350, -1.743], [2.387, 1.138, -1.024], [2.635, 0.243, 0.535], [2.362, -0.661, -0.995]], "lowdin_charge": [-0.39, -0.03, -0.03, 0.02, -0.17, -0.11, -0.37, 0.27, 0.06, 0.06, 0.10, 0.08, 0.08, 0.10, 0.09, 0.09, 0.05, 0.05, 0.04], "homo_energy_ev": [-6.784, -6.782], "orbital_gap_ev": [7.39, 7.39], "e_lumo_ha": [0.0223, 0.0223], "fmax_ev_per_a": 3.23, "relative_energy_kcal_mol": 155.3}